1.
Computed, not measured: a structure of composition C44H44ClN7ORuSSe2Te2, with ωB97M-V/def2-TZVPD.

Geometry as XYZ:
```
103
Properties=species:S:1:pos:R:3
Ru 0.130 0.371 -0.271
S 4.427 1.769 -0.711
C 4.508 0.305 0.226
C 5.630 -0.419 0.615
C 5.440 -1.614 1.281
C 4.151 -2.083 1.559
C 3.035 -1.363 1.189
C 3.218 -0.157 0.509
N 2.213 0.656 0.002
C 2.697 1.647 -0.707
C 1.783 2.404 -1.535
C 2.180 3.564 -2.204
C 1.269 4.244 -2.982
C -0.030 3.735 -3.068
C -0.407 2.582 -2.412
C 0.487 1.832 -1.614
H 6.624 -0.072 0.371
H 6.298 -2.204 1.569
H 4.028 -3.042 2.048
H 2.035 -1.737 1.353
H 3.198 3.926 -2.112
H 1.551 5.144 -3.510
H -0.763 4.257 -3.672
H -1.436 2.247 -2.512
Se -2.136 0.101 -0.970
Te -4.356 -1.024 -0.238
Te -4.211 -1.909 -3.312
Se -2.098 -0.535 -3.275
C 3.852 -3.548 6.370
C 2.881 -2.385 6.123
C 2.635 -1.680 7.465
C 3.594 -1.396 5.194
C 1.534 -2.924 5.543
O 0.931 -3.815 6.496
C 1.681 -3.629 4.181
C 1.896 -5.145 4.204
C 2.312 -5.638 2.845
C 3.558 -6.219 2.645
C 3.968 -6.617 1.381
C 3.120 -6.419 0.306
Cl 3.634 -6.909 -1.285
C 1.872 -5.842 0.474
C 1.479 -5.463 1.744
C 0.418 -1.860 5.460
N 0.427 -1.017 4.294
C -0.109 -1.281 3.097
N 0.163 -0.309 2.244
C 0.900 0.548 2.997
N 1.075 0.171 4.241
H 4.764 -3.153 6.821
H 4.141 -4.035 5.440
H 3.464 -4.300 7.059
H 3.582 -1.557 7.992
H 1.963 -2.251 8.104
H 2.219 -0.684 7.320
H 4.535 -1.105 5.663
H 3.011 -0.490 5.029
H 3.841 -1.824 4.223
H 1.506 -4.580 6.605
H 2.476 -3.156 3.605
H 0.767 -3.474 3.606
H 0.962 -5.627 4.505
H 2.659 -5.442 4.927
H 4.222 -6.367 3.488
H 4.935 -7.072 1.229
H 1.215 -5.682 -0.370
H 0.498 -5.021 1.860
H 0.409 -1.231 6.345
H -0.524 -2.413 5.447
H -0.735 -2.135 2.908
H 1.305 1.469 2.611
C -1.522 -4.935 -0.727
C -0.807 -4.708 -1.902
C -0.047 -3.570 -2.070
C 0.043 -2.592 -1.059
C -0.683 -2.840 0.111
C -1.455 -3.976 0.274
N 0.745 -1.426 -1.222
C 1.909 -1.505 -1.973
C 2.216 -0.526 -2.927
C 3.417 -0.535 -3.612
C 4.352 -1.540 -3.398
C 4.040 -2.549 -2.493
C 2.845 -2.536 -1.802
H -2.139 -5.815 -0.614
H -0.880 -5.416 -2.718
H 0.471 -3.399 -3.005
H -0.637 -2.095 0.886
H -2.026 -4.109 1.187
H 1.482 0.243 -3.123
H 3.618 0.248 -4.334
H 5.296 -1.542 -3.925
H 4.746 -3.350 -2.312
H 2.627 -3.325 -1.089
N -1.814 3.249 2.251
C -0.773 4.073 1.893
C -0.019 3.350 1.023
N -0.581 2.110 0.849
C -1.656 2.083 1.597
H -2.586 3.479 2.852
H -0.672 5.072 2.266
H 0.868 3.642 0.493
H -2.344 1.257 1.688
```

The spin multiplicity is 2. The energy relative to the best compared isomer or geometry (same formula, charge and spin) comes out at 0.2675 eV. Its HOMO energy (alpha / beta) is -0.12187 / -0.11889 Eh. Its charge is -1.

=====

2.
Computed, not measured: a cluster of 2 separate species, C44H45BF6N2O2 in total, with ωB97M-V/def2-TZVPD.

Geometry as XYZ:
```
100
Properties=species:S:1:pos:R:3
C -4.450 -5.954 -3.468
C -4.490 -4.424 -3.386
C -5.642 -3.889 -4.239
O -4.699 -4.009 -2.032
B -4.058 -2.648 -1.968
C -5.196 -1.521 -1.962
C -4.987 -0.313 -2.580
C -5.965 0.659 -2.535
C -7.147 0.415 -1.865
C -7.350 -0.799 -1.241
C -6.370 -1.768 -1.290
C -3.205 -2.522 -0.587
C -2.438 -1.272 -0.445
C -1.412 -0.985 -1.218
O -3.145 -2.461 -3.148
C -3.116 -3.735 -3.800
C -1.925 -4.531 -3.259
C -2.964 -3.544 -5.312
H -4.238 -6.287 -4.484
H -3.695 -6.363 -2.800
H -5.410 -6.373 -3.165
H -5.550 -4.208 -5.278
H -6.596 -4.248 -3.854
H -5.656 -2.801 -4.207
H -4.058 -0.142 -3.096
H -5.806 1.607 -3.022
H -7.912 1.172 -1.830
H -8.272 -0.991 -0.717
H -6.512 -2.724 -0.816
H -3.956 -2.646 0.195
H -2.554 -3.394 -0.565
H -2.764 -0.557 0.294
H -0.865 -0.068 -1.127
H -1.111 -1.662 -1.991
H -1.831 -5.494 -3.760
H -1.002 -3.973 -3.411
H -2.042 -4.707 -2.192
H -2.990 -4.500 -5.835
H -3.751 -2.905 -5.708
H -2.014 -3.059 -5.533
F 6.409 1.246 -4.421
C 6.030 0.321 -3.517
F 4.687 0.232 -3.464
F 6.575 -0.877 -3.805
C 6.546 0.769 -2.144
N 6.191 -0.192 -1.096
C 7.276 -0.977 -0.562
C 8.104 -0.419 0.410
C 9.156 -1.133 0.925
C 9.401 -2.417 0.481
C 8.597 -2.979 -0.492
C 7.547 -2.267 -1.019
C 4.910 -0.184 -0.484
C 4.418 -1.342 0.132
C 3.222 -1.343 0.794
C 2.466 -0.157 0.935
C 1.207 -0.165 1.601
C 0.600 0.951 2.241
C -0.803 1.054 2.364
C -1.382 2.136 2.965
C -0.605 3.146 3.550
N -1.178 4.256 4.216
C -2.494 4.770 3.832
C -2.416 5.604 2.547
F -3.668 5.984 2.225
F -1.639 6.679 2.782
F -1.887 4.845 1.569
C -0.448 5.026 5.192
C 0.424 6.049 4.817
C 1.125 6.747 5.771
C 0.953 6.455 7.110
C 0.068 5.467 7.497
C -0.627 4.759 6.548
C 0.787 3.011 3.491
C 1.375 1.965 2.842
C 2.970 1.005 0.312
C 4.134 0.980 -0.403
H 7.632 0.845 -2.190
H 6.164 1.759 -1.910
H 7.907 0.588 0.735
H 9.792 -0.685 1.670
H 10.225 -2.974 0.890
H 8.801 -3.977 -0.843
H 6.939 -2.675 -1.808
H 4.995 -2.247 0.053
H 2.863 -2.248 1.249
H 0.649 -1.088 1.582
H -1.421 0.272 1.962
H -2.453 2.203 3.014
H -3.202 3.956 3.703
H -2.866 5.401 4.638
H 0.508 6.300 3.773
H 1.803 7.531 5.475
H 1.498 7.005 7.857
H -0.084 5.254 8.542
H -1.330 3.995 6.832
H 1.395 3.757 3.971
H 2.446 1.865 2.849
H 2.394 1.912 0.359
H 4.459 1.870 -0.908
```

Its HOMO energy is -0.22000 Eh.

=====

3.
Computed, not measured: a structure of composition C44H45Cl5LiN7O2SSe, with ωB97M-V/def2-TZVPD.

Geometry as XYZ:
```
106
Properties=species:S:1:pos:R:3
Li -0.054 -0.706 1.363
C 0.393 4.407 2.506
C -0.996 4.355 1.933
C -1.590 5.488 1.381
C -2.914 5.470 0.961
C -3.653 4.301 1.119
C -3.077 3.150 1.646
C -3.868 1.883 1.844
C -1.727 3.158 2.019
N -1.131 1.953 2.415
C -0.912 1.820 3.705
O -1.113 2.638 4.644
C -0.385 0.457 4.121
C -0.724 -0.017 5.383
C -0.213 -1.234 5.799
C 0.648 -1.925 4.957
C 0.936 -1.381 3.717
N 0.419 -0.216 3.294
C 1.916 -2.110 2.801
O 2.724 -2.889 3.350
N 1.806 -1.792 1.510
C 2.713 -2.438 0.642
C 2.622 -3.812 0.352
C 1.627 -4.679 1.076
C 3.497 -4.368 -0.579
C 4.473 -3.602 -1.203
C 4.589 -2.258 -0.876
C 3.722 -1.671 0.042
C 3.881 -0.229 0.458
H 0.945 5.277 2.138
H 0.942 3.491 2.274
H 0.335 4.456 3.598
H -1.006 6.401 1.300
H -3.371 6.355 0.538
H -4.697 4.276 0.823
H -4.903 2.008 1.518
H -3.858 1.575 2.894
H -3.419 1.057 1.281
H -1.377 0.590 5.995
H -0.465 -1.631 6.776
H 1.112 -2.862 5.225
H 0.652 -4.191 1.141
H 1.968 -4.839 2.101
H 1.511 -5.645 0.575
H 3.410 -5.427 -0.813
H 5.142 -4.051 -1.927
H 5.363 -1.649 -1.336
H 4.298 -0.167 1.467
H 4.539 0.312 -0.227
H 2.909 0.264 0.506
C 1.795 0.251 -5.933
C 0.328 -0.162 -6.077
C -0.553 0.294 -4.913
C -0.810 1.799 -4.885
N -1.637 2.205 -3.743
C -1.330 2.122 -2.404
S -2.562 1.891 -1.282
N -0.047 2.241 -1.989
C 1.180 2.399 -2.769
C 2.422 2.253 -1.899
C 2.716 3.431 -0.970
C 3.753 3.053 0.083
H 2.390 -0.097 -6.783
H 2.223 -0.183 -5.022
H 1.912 1.339 -5.874
H 0.280 -1.253 -6.136
H -0.078 0.230 -7.017
H -0.089 -0.010 -3.968
H -1.521 -0.214 -4.959
H -1.351 2.095 -5.786
H 0.117 2.354 -4.888
H -2.620 2.027 -3.855
H 0.032 2.212 -0.982
H 1.190 3.380 -3.257
H 1.224 1.633 -3.534
H 3.269 2.108 -2.574
H 2.324 1.335 -1.304
H 1.792 3.761 -0.475
H 3.075 4.279 -1.564
H 3.372 2.268 0.740
H 4.012 3.908 0.711
H 4.672 2.681 -0.386
Se -2.371 -1.186 -0.258
N -2.023 -1.294 1.471
C -3.220 -1.528 2.073
C -3.398 -1.683 3.463
C -4.658 -1.943 3.958
C -5.772 -2.048 3.098
C -5.617 -1.922 1.733
C -4.339 -1.666 1.199
N -4.081 -1.478 -0.136
H -2.541 -1.597 4.122
H -4.795 -2.067 5.028
H -6.758 -2.222 3.515
H -6.463 -1.991 1.059
Cl 0.580 -0.683 -1.339
C 0.209 -2.408 -1.663
C -0.771 -2.995 -0.904
C -1.040 -4.315 -1.146
Cl -2.299 -5.099 -0.191
C -0.334 -5.056 -2.092
Cl -0.665 -6.746 -2.338
C 0.653 -4.424 -2.858
Cl 1.538 -5.311 -4.060
C 0.925 -3.073 -2.652
Cl 2.116 -2.250 -3.617
```

The energy relative to the best compared isomer or geometry (same formula, charge and spin) comes out at 2.1677 eV. Its HOMO energy is -0.08889 Eh. Its charge is -2.

=====

4.
Computed, not measured: a structure of composition C44H45InN7OSSbSe4Si, with ωB97M-V/def2-TZVPD.

Geometry as XYZ:
```
105
Properties=species:S:1:pos:R:3
In 1.043 -1.073 -0.609
C -0.412 -1.569 -4.975
C 0.096 -1.052 -3.667
N -0.101 -1.648 -2.546
N -0.747 -2.826 -2.520
C -0.923 -3.213 -1.244
O -0.714 -2.511 -0.227
C -1.432 -4.601 -1.033
C -1.617 -5.495 -2.086
C -2.020 -6.795 -1.824
C -2.227 -7.209 -0.510
C -2.028 -6.321 0.538
C -1.633 -5.017 0.277
C 0.925 0.172 -3.627
C 1.106 0.949 -4.770
C 1.890 2.088 -4.698
C 2.473 2.436 -3.493
C 2.242 1.617 -2.400
N 1.498 0.517 -2.465
H -0.916 -2.514 -4.799
H -1.120 -0.871 -5.431
H 0.411 -1.727 -5.677
H -1.424 -5.158 -3.097
H -2.156 -7.494 -2.642
H -2.522 -8.232 -0.305
H -2.147 -6.634 1.568
H -1.444 -4.341 1.101
H 0.636 0.655 -5.697
H 2.040 2.700 -5.580
H 3.090 3.317 -3.387
H 2.671 1.837 -1.430
Se 4.713 -3.878 2.263
Sb 2.453 -4.289 1.398
Se 0.942 -2.790 2.860
Se 2.690 -2.935 -0.990
Se -0.458 -4.554 3.556
N 6.369 -0.048 -0.454
C 5.062 -0.422 -0.619
N 4.217 0.437 -0.128
C 5.011 1.445 0.412
C 4.635 2.599 1.093
C 5.634 3.445 1.538
C 6.990 3.154 1.319
C 7.380 2.002 0.657
C 6.366 1.158 0.218
H 7.164 -0.618 -0.677
H 4.774 -1.362 -1.072
H 3.588 2.801 1.284
H 5.368 4.346 2.077
H 7.747 3.836 1.687
H 8.426 1.768 0.501
C 0.195 5.073 -0.849
C -0.454 3.996 -1.442
C -0.362 2.731 -0.877
C 0.363 2.501 0.301
C 0.985 3.606 0.891
C 0.916 4.873 0.321
Si 0.366 0.751 1.080
C -1.307 0.637 1.950
C -1.740 -0.606 2.428
C -2.849 -0.708 3.258
C -3.549 0.433 3.631
C -3.150 1.672 3.144
C -2.049 1.770 2.300
C 1.622 0.795 2.489
C 2.776 0.008 2.474
C 3.684 0.026 3.526
C 3.460 0.854 4.614
C 2.311 1.638 4.664
C 1.399 1.594 3.619
H 0.136 6.061 -1.293
H -1.029 4.139 -2.350
H -0.881 1.904 -1.353
H 1.529 3.476 1.820
H 1.425 5.706 0.793
H -1.180 -1.504 2.179
H -3.138 -1.682 3.633
H -4.402 0.359 4.297
H -3.689 2.569 3.430
H -1.749 2.750 1.939
H 2.986 -0.649 1.637
H 4.534 -0.646 3.493
H 4.167 0.873 5.436
H 2.117 2.267 5.526
H 0.484 2.176 3.694
C -4.270 2.562 -1.417
N -4.783 1.373 -0.765
C -5.652 1.658 0.368
C -4.152 0.176 -0.922
S -2.772 -0.025 -1.845
N -4.755 -0.887 -0.289
C -6.163 -1.149 -0.541
C -3.987 -2.107 -0.071
H -5.102 3.249 -1.592
H -3.806 2.295 -2.362
H -3.519 3.054 -0.790
H -5.314 2.578 0.848
H -5.591 0.859 1.100
H -6.693 1.793 0.056
H -6.686 -0.250 -0.849
H -6.644 -1.547 0.356
H -6.262 -1.892 -1.342
H -2.953 -1.874 0.160
H -4.005 -2.758 -0.952
H -4.427 -2.636 0.777
```

The energy relative to the best compared isomer or geometry (same formula, charge and spin) comes out at 0.1109 eV. Its HOMO energy is -0.02199 Eh. Its charge is -2.